{
  "formula": "C25H28BCuN6S3",
  "method": "ωB97M-V/def2-TZVPD",
  "orbital_gap_ev": 3.1,
  "fmax_ev_per_a": 0.968,
  "charge": -2,
  "e_homo_ev": 0.783,
  "species": ["Cu", "C", "N", "C", "C", "N", "B", "N", "C", "C", "N", "C", "C", "S", "C", "S", "H", "H", "H", "H", "H", "H", "H", "H", "H", "H", "H", "H", "C", "N", "C", "N", "S", "H", "H", "H", "H", "H", "H", "C", "C", "C", "C", "C", "C", "C", "C", "C", "C", "C", "C", "C", "C", "C", "H", "H", "H", "H", "H", "H", "H", "H", "H", "H"],
  "xyz": [[-1.78, 1.16, 1.88], [2.58, 4.62, -2.70], [1.92, 3.42, -3.13], [1.90, 2.92, -4.42], [1.24, 1.74, -4.35], [0.85, 1.50, -3.05], [0.20, 0.13, -2.57], [-1.23, 0.01, -3.25], [-1.39, -0.16, -4.61], [-2.70, -0.21, -4.91], [-3.37, -0.09, -3.71], [-4.80, -0.08, -3.52], [-2.46, 0.02, -2.66], [-2.98, 0.10, -1.06], [1.29, 2.54, -2.28], [1.18, 2.81, -0.62], [3.12, 5.05, -3.55], [3.27, 4.39, -1.89], [1.86, 5.34, -2.32], [2.35, 3.43, -5.26], [1.05, 1.05, -5.15], [0.10, 0.10, -1.39], [0.89, -0.76, -3.05], [-0.55, -0.26, -5.27], [-3.21, -0.32, -5.85], [-5.28, -0.03, -4.50], [-5.08, 0.78, -2.92], [-5.13, -0.97, -2.99], [0.67, 4.82, 2.40], [-0.47, 3.91, 2.47], [-1.65, 4.24, 1.96], [-1.86, 5.57, 1.72], [-2.89, 3.15, 1.65], [1.55, 4.28, 2.73], [0.51, 5.68, 3.05], [0.84, 5.17, 1.38], [-0.26, 2.92, 2.30], [-1.42, 6.20, 2.38], [-2.84, 5.77, 1.57], [-0.70, -0.27, 2.44], [-0.11, -1.34, 2.52], [0.55, -2.60, 2.67], [1.87, -2.75, 2.13], [2.58, -1.61, 1.65], [3.83, -1.71, 1.07], [4.47, -2.94, 0.92], [3.79, -4.08, 1.35], [2.53, -4.00, 1.93], [-0.23, -3.69, 3.23], [0.33, -4.78, 3.95], [-0.46, -5.81, 4.46], [-1.84, -5.82, 4.29], [-2.42, -4.74, 3.62], [-1.65, -3.71, 3.11], [2.10, -0.64, 1.73], [4.31, -0.81, 0.70], [5.45, -3.02, 0.46], [4.24, -5.06, 1.21], [2.01, -4.92, 2.18], [1.39, -4.80, 4.14], [0.02, -6.62, 5.00], [-2.44, -6.63, 4.67], [-3.50, -4.72, 3.47], [-2.12, -2.88, 2.58]]
}

{
  "formula": "C25H28Cl2N6O3SSiSn",
  "method": "ωB97M-V/def2-TZVPD",
  "orbital_gap_ev": 5.7,
  "fmax_ev_per_a": 2.163,
  "charge": -2,
  "e_homo_ev": -0.968,
  "species": ["Sn", "N", "C", "S", "N", "N", "C", "C", "C", "C", "C", "C", "C", "O", "H", "H", "H", "H", "H", "H", "H", "C", "C", "C", "C", "C", "C", "N", "N", "Si", "C", "C", "C", "H", "H", "H", "H", "H", "H", "H", "H", "H", "H", "H", "H", "H", "H", "H", "C", "O", "C", "O", "H", "H", "H", "Cl", "C", "C", "C", "C", "C", "Cl", "C", "N", "H", "H", "H"],
  "xyz": [[0.13, -0.61, 0.54], [-3.59, -3.02, 1.74], [-2.39, -2.35, 1.78], [-1.20, -2.87, 0.65], [-2.25, -1.47, 2.71], [-1.04, -0.89, 2.79], [-0.72, -0.20, 3.83], [0.61, 0.23, 4.10], [0.85, 1.12, 5.15], [2.12, 1.42, 5.59], [3.20, 0.76, 5.00], [3.01, -0.12, 3.97], [1.72, -0.40, 3.42], [1.61, -1.17, 2.43], [-3.79, -3.43, 0.84], [-4.36, -2.49, 2.14], [-1.47, -0.06, 4.62], [-0.01, 1.60, 5.63], [2.28, 2.14, 6.38], [4.21, 0.97, 5.36], [3.84, -0.63, 3.51], [-2.72, 2.02, 1.69], [-3.05, 1.46, 0.34], [-4.22, 1.83, -0.31], [-4.50, 1.26, -1.55], [-3.60, 0.40, -2.11], [-2.39, 0.07, -1.42], [-2.18, 0.62, -0.20], [-1.46, -0.74, -1.86], [-1.18, -1.47, -3.36], [-0.37, -0.23, -4.59], [-2.66, -2.19, -4.38], [-0.06, -2.97, -3.09], [-3.63, 2.29, 2.22], [-2.09, 2.90, 1.59], [-2.16, 1.29, 2.26], [-4.91, 2.53, 0.15], [-5.42, 1.51, -2.06], [-3.78, -0.07, -3.06], [-1.09, 0.50, -4.95], [0.06, -0.72, -5.45], [0.42, 0.30, -4.08], [-3.39, -1.43, -4.67], [-3.19, -2.95, -3.81], [-2.31, -2.66, -5.30], [0.27, -2.98, -2.05], [0.83, -2.93, -3.72], [-0.57, -3.91, -3.29], [3.04, 2.41, 1.74], [2.16, 1.40, 1.24], [0.87, 1.54, 1.48], [0.38, 2.50, 2.01], [4.05, 2.02, 1.65], [2.80, 2.61, 2.78], [2.94, 3.33, 1.15], [0.78, 1.64, -1.51], [2.25, 0.82, -1.91], [3.18, 1.52, -2.64], [4.35, 0.91, -3.07], [4.55, -0.42, -2.75], [3.63, -1.09, -1.98], [3.96, -2.74, -1.57], [2.43, -0.52, -1.46], [1.68, -1.26, -0.70], [2.99, 2.55, -2.87], [5.09, 1.47, -3.64], [5.44, -0.94, -3.08]]
}

{
  "formula": "C25H28CoF5O2",
  "method": "ωB97M-V/def2-TZVPD",
  "orbital_gap_ev": [8.6, 7.2],
  "fmax_ev_per_a": 2.701,
  "spin_multiplicity": 5,
  "s_squared": 6.041,
  "e_homo_ev": [-7.916, -8.796],
  "species": ["O", "C", "C", "H", "H", "C", "H", "H", "C", "H", "H", "H", "C", "H", "H", "H", "Co", "C", "C", "C", "H", "C", "C", "H", "H", "H", "H", "C", "C", "C", "H", "C", "C", "H", "H", "H", "H", "O", "C", "C", "H", "H", "C", "H", "H", "C", "H", "H", "H", "H", "F", "C", "C", "C", "F", "C", "F", "C", "F", "C", "F"],
  "xyz": [[-3.82, -2.32, -1.26], [-4.32, -3.06, -0.09], [-5.34, -3.88, -0.84], [-4.74, -2.36, 0.63], [-3.50, -3.63, 0.37], [-4.78, -3.10, -2.07], [-6.35, -3.62, -0.55], [-5.10, -4.94, -0.77], [-5.70, -2.06, -2.68], [-6.14, -1.44, -1.89], [-6.53, -2.48, -3.27], [-5.09, -1.41, -3.31], [-4.08, -3.96, -3.11], [-3.35, -4.64, -2.66], [-3.52, -3.31, -3.79], [-4.76, -4.58, -3.70], [3.10, 1.65, 0.01], [4.60, 0.33, -0.23], [4.49, 0.14, 1.21], [3.41, -0.74, 1.46], [5.17, 0.57, 1.94], [2.83, -1.12, 0.23], [3.50, -0.43, -0.81], [3.34, -0.59, -1.88], [5.42, 0.79, -0.76], [3.11, -1.13, 2.44], [2.03, -1.86, 0.09], [2.96, 3.55, -1.18], [2.88, 2.26, -1.86], [1.48, 1.86, -1.79], [3.63, 1.85, -2.52], [0.78, 2.81, -1.03], [1.67, 3.85, -0.66], [1.39, 4.76, -0.13], [3.85, 4.18, -1.13], [1.04, 1.02, -2.32], [-0.29, 2.75, -0.80], [-1.36, 0.37, 0.01], [-1.00, -0.69, -0.96], [-1.41, -2.04, -0.30], [0.11, -0.68, -1.13], [-1.51, -0.48, -1.93], [-1.95, -1.61, 1.11], [-0.58, -2.76, -0.17], [-2.13, -2.48, -0.99], [-1.12, -0.33, 1.28], [-1.83, -2.38, 1.86], [-3.02, -1.39, 1.02], [-0.06, -0.68, 1.37], [-1.35, 0.32, 2.14], [5.43, 3.14, 1.63], [4.24, 3.25, 2.29], [3.10, 2.67, 1.77], [1.93, 2.88, 2.50], [0.74, 2.39, 2.04], [1.91, 3.60, 3.71], [0.75, 3.76, 4.39], [3.09, 4.13, 4.22], [3.08, 4.82, 5.39], [4.26, 3.97, 3.49], [5.41, 4.50, 3.96]]
}

{
  "formula": "C25H28EuF5O2",
  "method": "ωB97M-V/def2-TZVPD",
  "orbital_gap_ev": [6.6, 8.1],
  "fmax_ev_per_a": 2.825,
  "spin_multiplicity": 7,
  "s_squared": 12.031,
  "e_homo_ev": [-7.830, -7.887],
  "species": ["O", "C", "C", "H", "H", "C", "H", "H", "C", "H", "H", "H", "C", "H", "H", "H", "Eu", "C", "C", "C", "H", "C", "C", "H", "H", "H", "H", "C", "C", "C", "H", "C", "C", "H", "H", "H", "H", "O", "C", "C", "H", "H", "C", "H", "H", "C", "H", "H", "H", "H", "F", "C", "C", "C", "F", "C", "F", "C", "F", "C", "F"],
  "xyz": [[2.91, -6.63, 0.85], [2.30, -7.58, 1.79], [3.46, -8.55, 1.79], [1.37, -8.02, 1.40], [2.13, -7.11, 2.77], [4.08, -7.51, 0.83], [3.26, -9.51, 1.32], [3.98, -8.66, 2.74], [4.37, -8.12, -0.52], [3.48, -8.65, -0.91], [5.16, -8.87, -0.40], [4.72, -7.37, -1.23], [5.30, -6.84, 1.41], [5.10, -6.43, 2.41], [5.66, -6.05, 0.75], [6.10, -7.58, 1.52], [-0.26, -0.56, -0.10], [0.54, 1.81, 1.27], [-0.63, 1.46, 1.99], [-0.35, 0.30, 2.77], [-1.57, 2.01, 1.98], [1.00, -0.09, 2.50], [1.55, 0.85, 1.57], [2.58, 0.86, 1.20], [0.66, 2.69, 0.64], [-1.02, -0.16, 3.50], [1.53, -0.92, 2.96], [0.17, 1.22, -2.23], [1.47, 0.95, -1.73], [1.80, -0.40, -2.03], [2.12, 1.67, -1.24], [0.68, -0.97, -2.72], [-0.32, 0.03, -2.84], [-1.28, -0.07, -3.35], [-0.34, 2.18, -2.20], [2.75, -0.89, -1.84], [0.63, -1.99, -3.11], [0.24, -2.86, 0.43], [1.69, -2.96, 0.56], [1.94, -4.00, 1.63], [2.13, -1.97, 0.81], [2.08, -3.24, -0.43], [0.67, -4.88, 1.57], [1.98, -3.50, 2.62], [2.85, -4.58, 1.47], [-0.43, -3.91, 1.20], [0.47, -5.43, 2.49], [0.79, -5.61, 0.76], [-0.90, -3.47, 2.10], [-1.21, -4.32, 0.54], [-2.27, 3.19, -0.45], [-3.02, 2.06, -0.56], [-2.47, 0.81, -0.40], [-3.26, -0.31, -0.48], [-2.70, -1.57, -0.28], [-4.63, -0.23, -0.75], [-5.37, -1.35, -0.83], [-5.20, 1.04, -0.91], [-6.52, 1.17, -1.12], [-4.39, 2.18, -0.81], [-4.94, 3.41, -0.93]]
}

{
  "formula": "C25H28F5O3Sn",
  "method": "ωB97M-V/def2-TZVPD",
  "orbital_gap_ev": 5.1,
  "fmax_ev_per_a": 4.480,
  "charge": -1,
  "e_homo_ev": -3.182,
  "species": ["O", "C", "C", "H", "H", "C", "H", "H", "C", "H", "H", "H", "C", "H", "H", "H", "Sn", "C", "C", "C", "H", "C", "C", "H", "H", "H", "H", "C", "C", "C", "H", "C", "C", "H", "H", "H", "H", "O", "C", "C", "H", "H", "C", "H", "H", "C", "H", "H", "H", "H", "F", "C", "C", "F", "C", "F", "C", "O", "C", "F", "C", "F"],
  "xyz": [[-0.26, 2.50, -1.89], [0.49, 3.44, -2.69], [-0.67, 4.45, -2.59], [0.64, 3.02, -3.70], [1.45, 3.68, -2.20], [-1.45, 3.32, -1.87], [-1.14, 4.74, -3.52], [-0.36, 5.27, -1.93], [-2.56, 2.57, -2.62], [-2.29, 2.35, -3.67], [-3.47, 3.20, -2.58], [-2.83, 1.63, -2.13], [-1.87, 3.66, -0.45], [-1.05, 4.10, 0.13], [-2.25, 2.72, 0.01], [-2.72, 4.36, -0.49], [0.14, -1.58, 0.16], [1.15, 1.58, 2.45], [2.05, 0.55, 2.12], [2.65, 0.86, 0.87], [2.26, -0.34, 2.71], [2.12, 2.11, 0.43], [1.19, 2.56, 1.41], [0.61, 3.48, 1.37], [0.50, 1.60, 3.32], [3.36, 0.23, 0.30], [2.37, 2.59, -0.52], [-1.87, 0.32, 2.62], [-2.52, 1.31, 1.85], [-3.11, 0.67, 0.72], [-2.51, 2.37, 2.04], [-2.77, -0.71, 0.75], [-2.04, -0.94, 1.97], [-1.63, -1.89, 2.30], [-1.33, 0.47, 3.55], [-3.72, 1.17, -0.03], [-2.92, -1.45, -0.03], [-0.03, -1.31, -2.08], [-0.27, -0.74, -3.55], [0.50, -1.65, -4.50], [0.11, 0.29, -3.54], [-1.35, -0.74, -3.71], [1.32, -2.64, -3.66], [1.13, -1.02, -5.12], [-0.27, -2.17, -5.10], [1.12, -2.24, -2.19], [2.40, -2.56, -3.80], [0.97, -3.69, -3.75], [2.03, -1.72, -1.83], [0.91, -3.17, -1.61], [1.72, -4.96, 6.36], [1.59, -4.43, 5.14], [0.96, -3.18, 4.97], [0.40, -2.55, 6.04], [0.90, -2.63, 3.71], [0.37, -1.38, 3.61], [1.36, -3.32, 2.55], [1.31, -2.87, 1.31], [1.96, -4.58, 2.76], [2.41, -5.24, 1.67], [2.09, -5.13, 4.02], [2.70, -6.33, 4.17]]
}

{
  "formula": "C25H28N2OSbSe4SiV",
  "method": "ωB97M-V/def2-TZVPD",
  "orbital_gap_ev": 4.7,
  "fmax_ev_per_a": 5.139,
  "charge": -2,
  "e_homo_ev": -0.758,
  "species": ["V", "C", "C", "C", "C", "C", "C", "C", "C", "N", "H", "H", "H", "H", "H", "H", "H", "H", "H", "C", "C", "C", "C", "Si", "O", "C", "C", "C", "C", "C", "C", "C", "C", "C", "C", "C", "C", "H", "H", "H", "H", "H", "H", "H", "H", "H", "H", "H", "H", "H", "H", "H", "H", "H", "H", "H", "Se", "Sb", "Se", "Se", "Se", "N", "C"],
  "xyz": [[0.31, -1.52, 0.72], [0.88, -0.93, 3.91], [2.14, -0.84, 3.10], [3.08, 0.14, 3.33], [4.28, 0.16, 2.63], [4.53, -0.81, 1.69], [3.59, -1.78, 1.38], [3.95, -2.83, 0.36], [2.37, -1.78, 2.08], [1.38, -2.68, 1.81], [0.97, -0.36, 4.83], [0.66, -1.98, 4.17], [-0.01, -0.53, 3.38], [2.88, 0.90, 4.08], [5.03, 0.91, 2.86], [5.48, -0.83, 1.15], [5.03, -2.85, 0.22], [3.50, -2.63, -0.62], [3.62, -3.83, 0.68], [0.50, 3.07, -1.63], [1.08, 1.91, -0.86], [1.68, 2.46, 0.42], [2.16, 1.22, -1.66], [-0.26, 0.63, -0.45], [0.27, 0.08, 0.99], [-1.96, 1.37, 0.08], [-2.06, 2.24, 1.16], [-3.30, 2.59, 1.68], [-4.46, 2.06, 1.15], [-4.39, 1.22, 0.05], [-3.15, 0.89, -0.47], [-0.81, -0.13, -2.19], [-1.46, 0.76, -3.03], [-2.06, 0.35, -4.21], [-2.06, -0.98, -4.57], [-1.43, -1.90, -3.75], [-0.82, -1.47, -2.58], [1.21, 3.90, -1.69], [-0.40, 3.45, -1.13], [0.24, 2.78, -2.65], [2.54, 3.11, 0.22], [2.03, 1.67, 1.09], [0.94, 3.04, 0.97], [2.99, 1.89, -1.91], [1.77, 0.81, -2.60], [2.60, 0.39, -1.10], [-1.16, 2.62, 1.63], [-3.34, 3.25, 2.54], [-5.42, 2.27, 1.60], [-5.28, 0.75, -0.36], [-3.09, 0.20, -1.31], [-1.57, 1.79, -2.73], [-2.55, 1.08, -4.84], [-2.58, -1.31, -5.46], [-1.44, -2.95, -4.00], [-0.35, -2.25, -1.97], [-4.32, -4.83, 0.58], [-3.97, -2.43, 0.35], [-1.64, -1.83, 0.51], [-5.18, -1.97, -1.72], [-5.53, -1.46, 1.94], [0.96, -3.13, -0.49], [1.35, -3.15, 0.62]]
}

{
  "formula": "C25H28N3O4RuSeSi",
  "method": "ωB97M-V/def2-TZVPD",
  "orbital_gap_ev": [4.6, 5.2],
  "fmax_ev_per_a": 0.531,
  "charge": -2,
  "spin_multiplicity": 6,
  "s_squared": 8.807,
  "e_homo_ev": [0.140, -1.059],
  "species": ["Ru", "C", "C", "N", "N", "C", "O", "C", "C", "C", "C", "C", "C", "C", "C", "C", "C", "C", "N", "H", "H", "H", "H", "H", "H", "H", "H", "H", "H", "H", "H", "C", "C", "O", "C", "C", "C", "C", "C", "C", "O", "H", "H", "H", "H", "H", "H", "H", "O", "C", "Si", "C", "C", "Se", "H", "H", "H", "H", "H", "H", "H", "H", "H"],
  "xyz": [[0.52, -0.50, -0.49], [-0.62, 2.55, 2.40], [-0.35, 1.75, 1.18], [0.16, 0.51, 1.20], [0.35, -0.13, 2.41], [0.75, -1.34, 2.18], [0.80, -1.90, 1.00], [1.14, -2.19, 3.34], [1.59, -3.48, 3.12], [1.97, -4.28, 4.19], [1.90, -3.79, 5.49], [1.45, -2.49, 5.71], [1.08, -1.70, 4.64], [-0.65, 2.21, -0.12], [-1.24, 3.47, -0.38], [-1.60, 3.79, -1.66], [-1.37, 2.86, -2.68], [-0.76, 1.66, -2.37], [-0.37, 1.34, -1.14], [-0.31, 2.00, 3.29], [-1.69, 2.78, 2.49], [-0.08, 3.50, 2.37], [1.65, -3.84, 2.10], [2.33, -5.29, 4.01], [2.20, -4.41, 6.32], [1.40, -2.10, 6.72], [0.75, -0.68, 4.79], [-1.42, 4.15, 0.45], [-2.05, 4.75, -1.87], [-1.63, 3.07, -3.71], [-0.57, 0.93, -3.14], [-2.21, -2.60, -3.12], [-0.96, -1.81, -2.83], [-0.88, -1.48, -1.56], [-0.03, -1.55, -3.87], [-0.27, -2.11, -5.16], [0.55, -1.87, -6.25], [1.66, -1.05, -6.12], [1.93, -0.49, -4.87], [1.14, -0.70, -3.74], [1.44, -0.03, -2.65], [-2.80, -2.66, -2.20], [-1.98, -3.63, -3.44], [-2.82, -2.15, -3.91], [-1.13, -2.75, -5.30], [0.31, -2.33, -7.21], [2.32, -0.86, -6.96], [2.80, 0.15, -4.73], [1.90, -1.48, -1.20], [2.70, 3.45, 2.79], [4.20, 2.38, 2.32], [5.05, 2.04, 3.99], [5.39, 3.60, 1.46], [3.72, 0.60, 1.15], [3.00, 4.35, 3.34], [2.02, 2.86, 3.41], [2.15, 3.75, 1.89], [5.26, 2.97, 4.53], [5.98, 1.50, 3.84], [4.40, 1.41, 4.61], [5.59, 4.47, 2.10], [4.95, 3.94, 0.52], [6.33, 3.11, 1.23]]
}